[1]
The following is a DFT calculation (wB97M-V/def2-TZVPD) of C22H40F2HfNO8S5 as an isolated structure at a distorted geometry.

```
! RIJCOSX wB97M-V def2-TZVPD def2/J DEFGRID3
* xyz 4 2
Hf 0.157 -23.105 -16.490
N 3.032 -21.950 -14.548
O 2.620 -21.542 -13.511
O 2.241 -22.453 -15.313
O 4.071 -21.636 -15.084
F 11.205 -19.603 -14.561
C 9.905 -19.969 -14.966
C 8.906 -19.934 -14.016
C 7.562 -20.097 -14.475
C 7.255 -20.275 -15.817
C 8.310 -20.386 -16.776
C 9.631 -20.217 -16.338
H 9.012 -19.791 -12.951
H 6.851 -20.176 -13.667
H 6.229 -20.461 -16.099
H 8.014 -20.608 -17.791
H 10.391 -20.331 -17.097
F 6.751 -24.887 -12.675
C 6.172 -23.970 -11.942
C 6.024 -24.263 -10.606
C 5.630 -23.271 -9.682
C 5.403 -22.015 -10.180
C 5.478 -21.719 -11.526
C 5.914 -22.703 -12.408
H 6.149 -25.269 -10.234
H 5.418 -23.626 -8.684
H 5.015 -21.283 -9.487
H 5.020 -20.792 -11.838
H 5.961 -22.548 -13.476
C 4.816 -24.342 -17.009
S 3.179 -25.173 -17.163
O 2.070 -24.105 -17.344
C 3.363 -25.934 -18.805
H 5.477 -25.157 -16.713
H 4.817 -23.593 -16.216
H 5.108 -23.884 -17.954
H 2.571 -26.678 -18.892
H 4.226 -26.597 -18.873
H 3.325 -25.221 -19.628
C -2.392 -22.751 -12.461
S -0.685 -22.249 -12.853
O -0.409 -22.306 -14.349
C -0.896 -20.516 -12.318
H -2.509 -22.737 -11.378
H -2.476 -23.806 -12.723
H -3.129 -22.155 -13.000
H 0.103 -20.080 -12.313
H -1.421 -20.290 -11.390
H -1.424 -20.044 -13.147
C -0.316 -26.456 -12.894
S 1.098 -25.752 -13.900
O 0.652 -24.586 -14.828
C 1.973 -24.900 -12.555
H 0.127 -27.280 -12.335
H -0.970 -26.913 -13.637
H -0.825 -25.709 -12.285
H 2.169 -25.575 -11.723
H 1.416 -23.986 -12.352
H 2.956 -24.561 -12.885
C 2.356 -21.264 -20.536
S 1.941 -20.772 -18.824
O 1.280 -21.967 -18.091
C 3.709 -20.803 -18.261
H 3.124 -22.038 -20.537
H 2.733 -20.459 -21.168
H 1.468 -21.773 -20.910
H 4.385 -20.451 -19.040
H 4.056 -21.779 -17.922
H 3.808 -20.167 -17.382
C -0.607 -18.263 -16.214
S 0.468 -19.475 -15.308
O 0.463 -20.749 -16.133
C 2.047 -18.703 -15.710
H -0.415 -17.252 -15.854
H -1.660 -18.470 -16.026
H -0.378 -18.211 -17.279
H 2.069 -17.668 -15.368
H 2.191 -18.665 -16.789
H 2.964 -19.083 -15.260
*
```

As for the expectation value of S²: 0.770. The HOMO-LUMO gap (alpha / beta) comes out at 3.5 / 3.3 eV.

Mulliken atomic charge list, values in e, 2 entries: atom 1 (Hf): 1.519, atom 2 (N): 0.163

[2]
The following is a DFT calculation (wB97M-V/def2-TZVPD) of C22H40F3Na3O24S as an isolated structure at a distorted geometry.

```
! RIJCOSX wB97M-V def2-TZVPD def2/J DEFGRID3
* xyz 2 1
Na -1.526 2.192 -3.419
Na 0.086 5.200 -0.634
Na 3.221 0.857 -0.778
C -1.652 1.047 1.001
F -1.233 1.401 2.197
F -1.913 -0.245 0.984
F -2.776 1.683 0.702
S -0.325 1.458 -0.291
O -0.544 2.919 -0.390
O 0.948 1.126 0.297
O -0.618 0.768 -1.546
C 1.276 4.347 2.576
C 1.535 3.176 3.530
O 2.758 2.619 3.024
C 3.028 3.114 1.819
O 3.886 2.660 1.106
O 2.219 4.120 1.485
H 1.682 5.281 2.970
H 0.235 4.435 2.277
H 0.706 2.475 3.480
H 1.757 3.551 4.523
C -0.567 1.008 5.821
O -0.743 2.120 6.711
C -1.135 3.300 6.275
O -1.049 3.689 5.124
O -1.547 4.016 7.298
C -2.171 5.264 7.013
H -1.366 0.995 5.079
H -0.588 0.174 6.512
H 0.360 1.132 5.261
H -3.138 5.166 6.527
H -1.561 5.933 6.402
H -2.228 5.777 7.969
C -3.636 -2.777 0.017
O -2.253 -3.054 0.291
C -2.005 -4.290 0.750
O -2.857 -5.054 1.123
O -0.694 -4.491 0.745
C -0.251 -5.599 1.558
H -4.047 -3.178 -0.907
H -3.637 -1.705 -0.157
H -4.253 -3.020 0.876
H -0.106 -5.441 2.623
H 0.701 -5.846 1.086
H -0.864 -6.490 1.440
C 1.275 -1.123 2.785
O 2.411 -1.935 2.618
C 3.331 -1.635 1.711
O 3.330 -0.599 1.063
O 4.317 -2.473 1.816
C 5.424 -2.363 0.923
H 0.780 -0.909 1.847
H 1.543 -0.217 3.333
H 0.559 -1.617 3.441
H 5.040 -2.430 -0.098
H 5.961 -3.303 1.036
H 6.049 -1.489 1.071
C -5.637 0.573 -1.077
O -4.936 -0.480 -1.719
C -3.872 -0.249 -2.448
O -3.353 0.822 -2.630
O -3.429 -1.405 -2.905
C -2.589 -1.343 -4.040
H -6.326 0.248 -0.305
H -6.260 1.082 -1.820
H -4.932 1.328 -0.730
H -2.383 -2.375 -4.317
H -1.634 -0.870 -3.791
H -2.988 -0.792 -4.892
C -1.279 2.236 -7.975
O -0.031 1.925 -7.348
C -0.043 1.381 -6.159
O -1.033 1.098 -5.506
O 1.207 1.137 -5.803
C 1.401 0.202 -4.743
H -1.358 1.686 -8.907
H -1.258 3.284 -8.289
H -2.141 2.201 -7.315
H 2.451 0.101 -4.478
H 1.053 -0.819 -4.900
H 0.893 0.637 -3.876
C 0.700 -2.441 -1.441
O 1.836 -3.208 -1.813
C 2.975 -2.639 -2.114
O 3.255 -1.460 -2.028
O 3.820 -3.594 -2.457
C 5.146 -3.287 -2.897
H -0.098 -3.176 -1.519
H 0.553 -1.633 -2.152
H 0.698 -2.052 -0.424
H 5.742 -4.030 -2.369
H 5.464 -2.258 -2.761
H 5.256 -3.551 -3.950
*
```

For the relative energy (zero: lowest compared OMol25 entry of this formula, charge and spin), the calculation gives 0.00 kcal per mole. The HOMO-LUMO gap comes out at 7.8 eV.

Mulliken atomic charge list, values in e, 2 entries: atom 1 (Na): 0.904, atom 2 (Na): 0.968

[3]
The following is a DFT calculation (wB97M-V/def2-TZVPD) of C22H40FI3N2O2 as an isolated structure at a distorted geometry.

```
! RIJCOSX wB97M-V def2-TZVPD def2/J DEFGRID3
* xyz 0 1
C 2.046 -2.880 0.429
C 0.771 -2.367 0.991
C -0.084 -1.054 0.549
I -1.014 -0.571 2.523
C 0.960 0.250 0.442
C 1.861 0.649 1.742
C 3.544 0.749 1.149
C 4.124 2.364 0.949
O 4.576 1.332 2.155
N 0.003 1.275 -0.179
N 0.702 2.379 -0.618
C 0.166 3.697 -0.138
C 0.142 3.921 1.486
C -1.170 4.878 1.886
C -1.717 4.239 3.332
C -0.684 0.441 -1.288
I -2.356 1.746 -1.989
I 0.733 0.753 -2.925
C -1.088 -1.107 -0.794
C -2.647 -1.224 -0.195
C -3.794 -1.532 -1.337
C -5.172 -0.707 -0.858
F -4.232 -2.965 -1.385
C -0.725 -2.370 -1.770
C -1.211 -3.843 -1.224
C -1.217 -2.279 -3.324
C -0.219 -3.144 -4.352
C 1.290 -2.523 -4.476
H 2.342 -2.703 -0.692
H 2.735 -3.519 1.130
H 0.294 -3.033 1.861
H 1.802 -0.213 -0.267
H 2.013 -0.184 2.543
H 1.741 1.734 2.147
H 3.903 -0.112 0.308
H 5.175 2.783 1.164
H 4.454 2.014 -0.147
H -0.836 1.578 0.360
H 1.733 2.309 -0.485
H 0.910 4.530 -0.565
H -0.891 3.999 -0.541
H 1.122 4.416 1.889
H -0.105 2.870 1.973
H -0.896 6.011 1.983
H -2.075 4.729 1.135
H -2.117 3.133 3.134
H -0.816 4.228 4.112
H -2.620 4.831 3.781
H -3.004 -0.192 0.290
H -2.750 -2.132 0.575
H -3.550 -1.083 -2.401
H -4.961 0.414 -0.602
H -5.922 -0.738 -1.768
H -5.650 -1.194 0.121
H 0.467 -2.419 -1.811
H -0.266 -4.570 -1.262
H -1.538 -3.834 -0.077
H -2.095 -4.330 -1.807
H -2.259 -2.861 -3.394
H -1.456 -1.202 -3.723
H -0.165 -4.275 -3.989
H -0.753 -3.120 -5.418
H 1.917 -2.558 -3.461
H 1.891 -3.233 -5.224
H 1.327 -1.448 -4.984
C 3.427 -0.156 4.679
O 2.223 -0.476 5.129
H 3.542 -0.026 3.589
H 3.870 0.786 5.045
H 4.249 -0.862 4.887
*
```

For the relative energy (zero: lowest compared OMol25 entry of this formula, charge and spin), the calculation gives 176.74 kcal per mole. The HOMO-LUMO gap comes out at 2.9 eV.

natural (NBO) atomic charge list, values in e, 2 entries: atom 1 (C): -0.423, atom 2 (C): -0.262

In g mol⁻¹, the molecular weight values for the records above are, in order, 823.4 846.6 764.3.